(1)
The following is a DFT calculation (ωB97M-V/def2-TZVPD) of a cluster of 3 separate species, C17H22N2O4 in total in a non-equilibrium geometry.

The calculation puts the LUMO energy at 0.06 eV. The energy above the lowest of the compared OMol25 structures with the same formula, charge and spin comes out at 2.893 eV. The calculation puts the energy at -1071.435276 a.u. The SMILES is [H]/N=C(/C)CN1C(=O)c2ccccc2C1=O.CC(C)=O.CC(C)=O. The calculation puts the HOMO-LUMO gap at 9.447 eV. As for the HOMO energy: -0.3448 Eh.

Cartesian coordinates (Å):
C (0.40, 1.87, -2.57)
C (0.54, 0.99, -1.37)
N (0.87, -0.23, -1.46)
C (0.23, 1.66, -0.03)
N (1.46, 2.06, 0.68)
C (1.87, 3.43, 0.46)
O (2.77, 3.78, -0.24)
C (0.99, 4.25, 1.37)
C (0.63, 5.59, 1.33)
C (-0.24, 6.04, 2.32)
C (-0.71, 5.19, 3.31)
C (-0.32, 3.85, 3.36)
C (0.54, 3.41, 2.37)
C (1.18, 2.06, 2.11)
O (1.48, 1.22, 2.89)
H (0.54, 1.27, -3.46)
H (-0.60, 2.29, -2.59)
H (1.13, 2.68, -2.54)
H (0.88, -0.63, -0.52)
H (-0.45, 2.49, -0.21)
H (-0.30, 0.94, 0.60)
H (1.01, 6.24, 0.55)
H (-0.54, 7.08, 2.31)
H (-1.39, 5.56, 4.06)
H (-0.67, 3.17, 4.11)
C (-1.15, -2.82, 2.73)
C (-1.09, -2.40, 1.29)
O (-0.56, -1.37, 0.95)
C (-1.70, -3.32, 0.26)
H (-0.66, -2.07, 3.35)
H (-2.18, -2.93, 3.05)
H (-0.63, -3.78, 2.86)
H (-2.77, -3.45, 0.47)
H (-1.21, -4.29, 0.29)
H (-1.58, -2.88, -0.72)
C (-0.91, -4.08, -3.30)
C (0.06, -5.02, -2.62)
O (-0.24, -5.63, -1.62)
C (1.43, -5.14, -3.24)
H (-1.85, -4.08, -2.76)
H (-0.50, -3.07, -3.31)
H (-1.08, -4.41, -4.32)
H (1.93, -4.17, -3.25)
H (1.35, -5.51, -4.26)
H (2.03, -5.84, -2.65)

***

(2)
The following is a DFT calculation (ωB97M-V/def2-TZVPD) of the ion C5H12IN3 with charge +2 in a non-equilibrium geometry.

The calculation puts the LUMO energy at -8.24 eV. The energy above the lowest of the compared OMol25 structures with the same formula, charge and spin comes out at 2.070 eV. The calculation puts the energy at -658.932759 a.u. Its charge is +2. The SMILES is C=NC[NH2+]C/C(I)=[NH+]/C. The calculation puts the HOMO-LUMO gap at 9.142 eV. As for the HOMO energy: -0.6389 Eh.

Cartesian coordinates (Å):
C (1.44, 0.88, -0.45)
C (-0.74, -0.39, 0.82)
C (-2.74, -0.91, -0.68)
C (-0.04, 0.91, 1.47)
C (1.84, -1.13, -1.50)
N (1.28, 0.96, 1.01)
N (-1.80, -0.10, 0.10)
N (1.06, -0.45, -0.84)
I (0.04, -2.08, 1.32)
H (2.51, 1.20, -0.61)
H (0.81, 1.63, -0.98)
H (-2.36, -0.86, -1.72)
H (-3.67, -0.37, -0.51)
H (-2.98, -1.98, -0.44)
H (-0.75, 1.72, 1.30)
H (-0.07, 0.78, 2.62)
H (1.79, -2.26, -1.73)
H (2.78, -0.70, -2.02)
H (1.88, 0.31, 1.45)
H (1.73, 1.96, 1.16)
H (-2.02, 0.91, 0.23)

***

(3)
The following is a DFT calculation (ωB97M-V/def2-TZVPD) of a cluster of 2 separate species, C14H16O in total in a non-equilibrium geometry.

The calculation puts the LUMO energy at 0.86 eV. The energy above the lowest of the compared OMol25 structures with the same formula, charge and spin comes out at 2.249 eV. The calculation puts the energy at -618.233330 a.u. The SMILES is Cc1ccc(O)cc1.Cc1ccccc1. The calculation puts the HOMO-LUMO gap at 9.217 eV. As for the HOMO energy: -0.3069 Eh.

Cartesian coordinates (Å):
C (0.58, 2.10, 3.25)
C (-1.36, 0.58, 0.43)
C (-2.46, 1.52, 0.35)
C (-0.48, 0.75, 1.48)
C (-0.51, 1.95, 2.30)
C (-2.45, 2.64, 1.13)
C (-1.47, 2.88, 2.13)
O (-3.51, 1.15, -0.49)
H (-1.02, -0.16, -0.30)
H (0.46, 0.24, 1.60)
H (-3.13, 3.42, 0.79)
H (-4.29, 1.59, -0.23)
H (0.74, 1.29, 3.91)
H (0.41, 3.08, 3.66)
H (-1.48, 3.89, 2.60)
H (1.63, 2.11, 2.78)
C (-0.04, -2.85, -0.18)
C (3.02, -1.80, -2.07)
C (2.28, -2.42, -1.11)
C (2.31, -0.97, -3.06)
C (0.81, -2.27, -1.28)
C (0.97, -0.87, -3.25)
C (0.16, -1.51, -2.26)
H (4.09, -1.95, -2.01)
H (2.76, -3.19, -0.47)
H (3.06, -0.60, -3.73)
H (0.49, -0.31, -4.00)
H (-0.37, -2.06, 0.41)
H (0.46, -3.65, 0.38)
H (-0.82, -1.18, -2.07)
H (-0.87, -3.39, -0.68)

***

(4)
The following is a DFT calculation (ωB97M-V/def2-TZVPD) of a structure of composition C8H9N2 in a non-equilibrium geometry.

The calculation puts the LUMO energy at -3.31 eV. The energy above the lowest of the compared OMol25 structures with the same formula, charge and spin comes out at 1.095 eV. The calculation puts the energy at -419.410092 a.u. Its charge is +1. The calculation puts the HOMO-LUMO gap at 9.844 eV. As for the HOMO energy: -0.4834 Eh.

Cartesian coordinates (Å):
C (2.33, 0.56, -0.83)
C (2.28, -0.80, -0.69)
C (1.26, 1.37, -0.45)
C (1.15, -1.46, -0.28)
C (0.10, 0.71, -0.15)
C (0.04, -0.72, 0.00)
C (-1.36, 1.10, 0.14)
C (-1.44, -0.90, 0.36)
N (-1.99, 0.11, -0.72)
N (-1.57, 0.12, 1.39)
H (3.17, 0.93, -1.37)
H (3.11, -1.41, -1.02)
H (1.40, 2.40, -0.39)
H (1.37, -2.49, -0.11)
H (-1.78, 2.05, 0.29)
H (-1.90, -2.00, 0.56)
H (-3.03, 0.20, -0.79)
H (-0.74, 0.12, 2.05)
H (-2.42, 0.11, 2.00)

***

(5)
The following is a DFT calculation (ωB97M-V/def2-TZVPD) of the ion C6H13O2S with charge +1 in a non-equilibrium geometry.

The calculation puts the LUMO energy at -3.41 eV. The energy above the lowest of the compared OMol25 structures with the same formula, charge and spin comes out at 0.111 eV. The calculation puts the energy at -784.779390 a.u. Its charge is +1. The calculation puts the HOMO-LUMO gap at 9.586 eV. As for the HOMO energy: -0.4777 Eh.

Cartesian coordinates (Å):
C (3.82, -0.91, 0.11)
C (2.97, 0.08, 0.24)
C (-2.61, -1.57, -0.31)
C (-2.74, 1.07, 0.44)
C (1.50, -0.12, 0.49)
C (0.64, 0.65, -0.51)
O (-0.63, -0.03, -0.73)
O (0.40, 1.92, -0.06)
S (-1.59, -0.33, 0.52)
H (4.87, -0.74, -0.05)
H (3.51, -1.94, 0.16)
H (3.29, 1.11, 0.20)
H (-2.89, -1.21, -1.30)
H (-3.49, -1.77, 0.29)
H (-2.02, -2.48, -0.41)
H (-3.12, 1.19, -0.57)
H (-2.19, 1.97, 0.74)
H (-3.55, 0.90, 1.14)
H (1.26, -1.18, 0.42)
H (1.24, 0.24, 1.49)
H (1.08, 0.61, -1.52)
H (0.25, 2.55, -0.77)

***

(6)
The following is a DFT calculation (ωB97M-V/def2-TZVPD) of the molecule C5H7NO in a non-equilibrium geometry.

The calculation puts the LUMO energy (spin up / spin down) at 0.76 / -2.91 eV. The energy above the lowest of the compared OMol25 structures with the same formula, charge and spin comes out at 4.493 eV. As for the spin multiplicity: 3. The calculation puts the energy at -324.382730 a.u. The calculation puts the HOMO-LUMO gap (spin up / spin down) at 5.601 / 6.807 eV. As for the HOMO energy (spin up / spin down): -0.1779 / -0.3572 Eh.

Cartesian coordinates (Å):
C (0.24, 0.96, 0.49)
C (1.33, 0.74, 0.03)
C (-1.80, -0.09, 0.36)
C (2.84, 0.63, -0.14)
C (-1.26, -1.23, -0.36)
N (-3.02, -0.03, 0.44)
O (-1.05, 1.00, 0.75)
H (3.56, 1.27, 0.25)
H (2.90, -0.32, 0.32)
H (3.01, 0.72, -1.24)
H (-0.08, -1.32, -0.45)
H (-1.68, -2.13, 0.01)
H (-1.66, -1.05, -1.39)
H (-3.33, 0.84, 0.94)

***

(7)
The following is a DFT calculation (ωB97M-V/def2-TZVPD) of the molecule C5H10O2.

The calculation puts the LUMO energy at 0.98 eV. The energy above the lowest of the compared OMol25 structures with the same formula, charge and spin comes out at 2.079 eV. The calculation puts the energy at -346.949032 a.u. The SMILES is C[C@@H](O)[C@H]1CCO1. The calculation puts the HOMO-LUMO gap at 10.684 eV. As for the HOMO energy: -0.3567 Eh.

Cartesian coordinates (Å):
C (0.27, -1.25, 1.74)
C (0.09, -1.21, 0.22)
O (-1.26, -1.43, -0.14)
C (0.64, 0.11, -0.33)
C (-0.03, 0.74, -1.56)
C (-0.25, 1.95, -0.64)
O (0.25, 1.23, 0.49)
H (-0.07, -2.21, 2.14)
H (1.32, -1.10, 2.02)
H (-0.31, -0.45, 2.20)
H (0.64, -2.03, -0.24)
H (-1.76, -0.65, 0.16)
H (1.74, 0.04, -0.40)
H (0.61, 0.91, -2.43)
H (-0.94, 0.23, -1.87)
H (-1.29, 2.27, -0.48)
H (0.36, 2.83, -0.87)